C19H47GaNO8 | wB97M-V/def2-TZVPD

Structure (XYZ):
```
76
Properties=species:S:1:pos:R:3:forces:R:3:lowdin_charge:R:1
C -1.8773 -1.3565 1.3338 -0.145 -0.010 -0.128 -0.01
C -1.1022 -0.5351 0.3420 0.078 0.369 -0.242 -0.46
O -0.9199 -0.9197 -0.7904 0.166 -0.188 0.085 0.08
N -0.5459 0.7098 0.8086 0.023 -0.513 0.063 -0.12
C 0.8851 0.7863 0.5043 0.051 0.257 0.024 -0.07
C -1.3400 1.8776 0.3508 0.012 0.062 0.031 -0.15
C -1.7607 2.8470 1.4735 0.065 0.001 0.059 -0.20
C -3.2782 2.9277 1.6654 0.018 0.011 -0.125 -0.31
C -3.9094 1.5869 2.0986 0.118 0.029 0.080 -0.30
Ga -5.0457 0.7131 0.6647 -0.046 -0.045 0.116 0.26
O -4.2881 1.3774 -0.9471 -0.101 -0.020 -0.115 -0.38
H -1.8873 -0.9055 2.3227 0.009 -0.040 -0.063 0.06
H -1.4300 -2.3554 1.3663 -0.032 0.079 -0.002 0.08
H -2.9032 -1.4647 0.9630 0.083 0.026 0.132 0.02
H 1.4375 1.1331 1.3843 -0.019 0.046 -0.114 0.07
H 1.0918 1.4716 -0.3285 -0.003 -0.073 0.043 0.07
H 1.2767 -0.1954 0.2258 -0.053 0.046 0.050 0.08
H -2.2245 1.5361 -0.1997 0.048 0.015 0.119 0.09
H -0.7196 2.4148 -0.3763 -0.115 -0.058 -0.010 0.10
H -1.3635 3.8435 1.2376 -0.056 -0.035 0.072 0.09
H -1.2833 2.5240 2.4076 -0.021 0.020 -0.073 0.10
H -3.6948 3.2517 0.7019 -0.051 -0.002 0.117 0.08
H -3.5075 3.7255 2.3839 0.080 -0.046 -0.008 0.09
H -3.1154 0.9015 2.4255 -0.087 0.107 0.008 0.01
H -4.5480 1.7376 2.9779 0.042 -0.008 -0.056 0.03
H -4.9133 -0.9062 0.7147 -0.096 0.055 -0.061 -0.09
H -6.5901 1.2000 0.7115 0.010 -0.013 -0.035 -0.11
H -4.9866 1.4665 -1.6009 0.098 -0.015 0.013 -0.05
C 0.3941 -5.4571 -0.9659 0.019 0.014 0.043 -0.12
O -0.7257 -4.9031 -1.6176 -0.005 -0.066 -0.113 -0.19
C -0.4391 -3.7000 -2.3217 0.015 0.021 0.093 -0.20
C -0.2474 -3.9400 -3.8016 -0.055 -0.010 -0.074 -0.20
O 0.8590 -4.7847 -4.0959 0.036 0.017 0.067 -0.19
C 0.4994 -6.1334 -4.3004 -0.014 -0.022 0.003 -0.13
H 0.1299 -6.4717 -0.6670 -0.005 0.011 0.017 0.09
H 1.2703 -5.4934 -1.6201 -0.007 -0.021 -0.001 0.08
H 0.6525 -4.8840 -0.0671 0.005 0.019 -0.018 0.09
H 0.4472 -3.2173 -1.8978 -0.009 0.006 -0.011 0.12
H -1.2736 -3.0138 -2.1744 0.009 0.007 0.029 0.12
H -0.0626 -2.9781 -4.2865 -0.003 0.002 -0.006 0.13
H -1.1637 -4.3635 -4.2292 0.009 0.005 -0.004 0.13
H 0.0218 -6.2719 -5.2784 -0.018 0.017 0.009 0.09
H -0.1812 -6.4927 -3.5245 0.018 -0.012 0.001 0.08
H 1.4156 -6.7230 -4.2738 0.000 0.005 -0.020 0.09
C 2.9237 -0.9053 3.1061 -0.093 -0.014 -0.108 -0.11
O 2.4780 0.3195 3.6512 0.173 0.001 0.154 -0.20
C 1.3205 0.1983 4.4597 -0.130 -0.012 -0.104 -0.20
C 1.6466 0.2006 5.9374 0.022 0.077 0.046 -0.20
O 2.4417 -0.9064 6.3307 -0.002 -0.059 -0.051 -0.19
C 3.8229 -0.6193 6.3967 0.000 0.009 -0.008 -0.12
H 3.8995 -0.7248 2.6568 -0.009 0.015 -0.014 0.09
H 3.0157 -1.6883 3.8641 0.004 0.040 0.040 0.08
H 2.2350 -1.2488 2.3265 0.016 -0.041 0.008 0.08
H 0.7666 -0.7099 4.1989 0.008 0.009 0.000 0.13
H 0.6733 1.0524 4.2410 -0.021 -0.019 -0.016 0.13
H 0.7107 0.1489 6.5003 0.001 0.002 0.000 0.13
H 2.1493 1.1385 6.2018 -0.004 -0.011 0.007 0.13
H 4.0592 -0.0229 7.2863 -0.012 0.021 -0.009 0.09
H 4.1664 -0.0811 5.5101 0.013 -0.016 0.001 0.08
H 4.3487 -1.5709 6.4642 0.001 0.002 0.021 0.09
C -0.3528 4.2247 -2.8782 -0.073 -0.037 0.053 -0.11
O 0.5890 3.2734 -2.4201 0.177 0.093 -0.059 -0.22
C 0.7604 2.1707 -3.2909 -0.121 -0.124 0.040 -0.20
C 2.0320 2.2770 -4.1043 0.076 -0.001 0.041 -0.20
O 2.0386 3.3924 -4.9812 -0.064 0.014 -0.022 -0.19
C 2.6916 4.5270 -4.4507 -0.008 0.007 0.019 -0.12
H -0.2319 5.1165 -2.2644 -0.017 -0.003 0.007 0.09
H -0.1841 4.4823 -3.9278 0.007 0.019 0.008 0.08
H -1.3747 3.8508 -2.7574 0.000 -0.016 -0.017 0.09
H -0.1042 2.0687 -3.9550 0.009 0.015 0.004 0.13
H 0.8121 1.2648 -2.6786 -0.040 -0.016 -0.007 0.12
H 2.1306 1.3776 -4.7185 0.002 -0.001 0.000 0.12
H 2.8955 2.3227 -3.4297 0.000 0.001 -0.017 0.13
H 3.7807 4.3978 -4.4673 -0.001 -0.018 0.017 0.08
H 2.3758 4.7315 -3.4252 -0.002 0.016 -0.011 0.08
H 2.4302 5.3756 -5.0818 0.018 -0.004 -0.011 0.09
```
Positions in Å, forces in eV/Å.

E_HOMO	-4.70	eV
gap between HOMO and LUMO	7.17	eV
total charge	-1
relative energy (zero: lowest compared OMol25 entry of this formula, charge and spin)	0.0	kcal per mole